Record 1
Computed, not measured: a cluster of 2 separate species, C5H13NO2 in total in a non-equilibrium geometry, with ωB97M-V with the def2-TZVPD basis set.

Structure (XYZ):
```
21
Properties=species:S:1:pos:R:3
C -0.58 0.28 2.82
C 0.54 -0.38 1.97
N 0.63 0.22 0.60
C 1.25 -0.64 -0.47
C 1.33 0.08 -1.93
C 0.05 0.17 -2.76
O -0.85 -0.58 -2.46
H -0.91 -0.46 3.56
H -0.36 1.31 3.15
H -1.45 0.41 2.13
H 0.21 -1.53 1.90
H 1.51 -0.33 2.47
H -0.30 0.61 0.26
H 0.67 -1.61 -0.66
H 2.28 -0.91 -0.26
H 1.69 1.21 -1.74
H 2.11 -0.40 -2.44
H 0.02 1.08 -3.44
O -2.43 0.74 -0.63
H -3.34 0.42 -0.63
H -2.07 0.32 -1.44
```

Summary:
- Electronic energy: -403.486292 Ha
- Highest occupied orbital energy: -0.3108 Ha
- Gap between HOMO and LUMO: 9.13 eV
- Relative energy (zero: lowest compared OMol25 entry of this formula, charge and spin): 237.1 kJ/mol
- SMILES: CCNCCC=O.O

Record 2
Computed, not measured: an isolated molecule of C5H13NO in a non-equilibrium geometry, with ωB97M-V with the def2-TZVPD basis set.

Structure (XYZ):
```
20
Properties=species:S:1:pos:R:3
C 1.24 0.44 1.53
C 0.22 0.65 0.44
C -1.24 0.46 0.94
O -1.99 1.31 0.11
N 0.73 -0.19 -0.69
C 0.01 0.25 -1.88
C 0.43 -1.62 -0.41
H 2.08 -0.02 1.05
H 1.23 -0.45 2.21
H 1.71 1.32 2.09
H 0.11 1.69 0.04
H -1.19 0.80 2.12
H -1.72 -0.62 0.96
H -2.70 0.83 -0.27
H -0.99 -0.05 -2.14
H 0.64 -0.25 -2.69
H 0.15 1.33 -2.06
H 1.13 -2.07 -1.15
H 0.68 -1.96 0.59
H -0.51 -1.83 -0.79
```

Summary:
- Electronic energy: -328.201570 Ha
- Highest occupied orbital energy: -0.3168 Ha
- Gap between HOMO and LUMO: 9.51 eV
- Relative energy (zero: lowest compared OMol25 entry of this formula, charge and spin): 307.9 kJ/mol
- SMILES: C[C@H](CO)N(C)C

Record 3
Computed, not measured: a structure of composition C6H12O in a non-equilibrium geometry, with ωB97M-V with the def2-TZVPD basis set.

Structure (XYZ):
```
19
Properties=species:S:1:pos:R:3
C 1.72 0.08 -1.41
C 1.17 0.15 0.09
O 0.95 1.57 -0.07
C -0.43 1.41 0.12
C -0.37 -0.11 0.37
C -0.77 -0.51 1.79
C -1.15 -0.96 -0.63
H 2.80 0.23 -1.46
H 1.43 -0.89 -1.75
H 1.32 0.82 -2.18
H 1.73 -0.03 1.07
H -1.04 1.69 -0.75
H -0.67 2.03 0.98
H -0.23 0.06 2.56
H -0.58 -1.58 1.97
H -1.85 -0.34 1.95
H -0.90 -2.02 -0.54
H -0.96 -0.65 -1.66
H -2.23 -0.85 -0.45
```

Summary:
- Electronic energy: -310.966794 Ha
- Highest occupied orbital energy: -0.3265 Ha
- Gap between HOMO and LUMO: 9.83 eV
- Relative energy (zero: lowest compared OMol25 entry of this formula, charge and spin): 242.8 kJ/mol

Record 4
Computed, not measured: a structure of composition C11H23AgF2O2S3, with ωB97M-V with the def2-TZVPD basis set.

Structure (XYZ):
```
42
Properties=species:S:1:pos:R:3
Ag -0.60 -0.74 0.30
C 2.48 -0.77 -1.71
O 2.02 -0.75 -0.37
C 2.77 -1.60 0.49
C 2.43 -3.06 0.35
O 1.11 -3.23 0.80
C 0.68 -4.58 0.76
H 3.53 -0.46 -1.77
H 1.87 -0.07 -2.27
H 2.38 -1.76 -2.17
H 2.52 -1.28 1.51
H 3.84 -1.44 0.33
H 3.14 -3.64 0.96
H 2.54 -3.40 -0.69
H 1.34 -5.21 1.37
H 0.68 -4.96 -0.27
H -0.33 -4.60 1.16
C 0.36 2.67 -1.25
C 1.29 2.38 -0.06
S 0.66 1.48 1.36
C -0.45 2.69 2.10
C -1.78 2.97 1.40
S -2.73 1.45 1.18
C -3.33 1.57 -0.51
C -2.39 2.06 -1.61
S -0.74 1.32 -1.76
H 0.98 2.92 -2.11
H -0.25 3.55 -1.06
H 1.70 3.33 0.30
H 2.14 1.78 -0.39
H 0.11 3.62 2.23
H -0.65 2.30 3.11
H -1.62 3.44 0.44
H -2.35 3.67 2.01
H -4.21 2.22 -0.54
H -3.67 0.56 -0.72
H -2.25 3.14 -1.57
H -2.88 1.87 -2.56
F -3.50 -1.49 0.33
C -2.25 -2.13 0.24
F -2.26 -3.04 1.31
H -2.35 -2.77 -0.65
```

Summary:
- Electronic energy: -2124.577846 Ha
- Highest occupied orbital energy: -0.2488 Ha
- Gap between HOMO and LUMO: 7.13 eV
- Relative energy (zero: lowest compared OMol25 entry of this formula, charge and spin): 0.0 kJ/mol